{"formula": "C21H33ClIrN8O6", "method": "ωB97M-V/def2-TZVPD", "elements": ["Ir", "N", "N", "C", "O", "O", "H", "H", "H", "C", "N", "C", "C", "N", "C", "C", "C", "C", "C", "C", "C", "C", "C", "N", "C", "N", "C", "C", "N", "C", "C", "C", "N", "C", "C", "H", "H", "H", "H", "H", "H", "H", "H", "H", "H", "H", "H", "H", "H", "H", "H", "H", "H", "H", "H", "H", "H", "H", "H", "H", "H", "H", "H", "H", "H", "O", "Cl", "O", "O", "O"], "xyz": [[-0.871, 1.047, 0.360], [1.209, 2.425, 0.404], [0.868, 3.520, 1.211], [-0.494, 3.808, 1.411], [-0.799, 4.896, 1.822], [-1.333, 2.823, 1.166], [1.979, 1.921, 0.822], [1.470, 2.683, -0.545], [1.428, 4.355, 1.110], [-3.226, 1.241, -3.293], [-1.863, 1.449, -2.777], [-1.599, 2.782, -2.241], [-1.053, 0.409, -2.559], [-0.189, 0.439, -1.509], [0.989, -0.322, -1.592], [1.751, -0.193, -2.751], [2.809, -1.043, -3.054], [3.089, -2.084, -2.203], [2.388, -2.221, -0.988], [2.675, -3.343, -0.178], [2.023, -3.541, 1.016], [1.170, -2.553, 1.484], [0.908, -1.385, 0.756], [0.262, -0.346, 1.400], [0.491, -0.118, 2.726], [-0.516, 0.229, 3.527], [-0.390, 1.334, 4.489], [-1.906, -0.127, 3.207], [1.730, -0.209, 3.230], [1.976, -0.518, 4.638], [2.936, -0.152, 2.410], [1.393, -1.267, -0.596], [-1.137, -0.643, -3.396], [-0.929, -2.027, -2.974], [-1.414, -0.480, -4.815], [-3.867, 1.988, -2.831], [-3.585, 0.257, -3.003], [-3.277, 1.359, -4.374], [-1.968, 3.512, -2.960], [-0.530, 2.936, -2.111], [-2.113, 2.956, -1.294], [1.458, 0.578, -3.456], [3.370, -0.909, -3.969], [3.853, -2.811, -2.447], [3.399, -4.064, -0.538], [2.195, -4.434, 1.600], [0.697, -2.660, 2.454], [0.649, 1.573, 4.687], [-0.881, 1.061, 5.421], [-0.880, 2.214, 4.068], [-1.946, -1.046, 2.632], [-2.414, 0.675, 2.670], [-2.427, -0.277, 4.152], [1.046, -0.777, 5.133], [2.440, 0.322, 5.156], [2.655, -1.370, 4.682], [2.713, 0.216, 1.415], [3.389, -1.140, 2.315], [3.648, 0.519, 2.890], [-0.929, -2.101, -1.896], [-0.001, -2.430, -3.388], [-1.766, -2.620, -3.345], [-1.365, 0.569, -5.093], [-2.394, -0.879, -5.082], [-0.656, -1.027, -5.377], [-3.896, -1.346, -1.235], [-3.291, -1.035, 0.028], [-1.953, -1.612, 0.136], [-4.103, -1.441, 1.136], [-3.095, 0.453, 0.106]], "forces_ev_per_a": [[0.4, -0.7, 0.0], [0.0, 0.1, -0.1], [0.1, -0.1, -0.1], [-0.1, 0.1, 0.1], [-0.1, 0.0, 0.0], [0.0, 0.5, 0.1], [0.0, 0.0, 0.0], [0.0, 0.1, 0.0], [0.0, 0.0, 0.0], [0.1, 0.1, 0.1], [-0.2, 0.2, 0.1], [0.0, 0.0, -0.2], [0.2, -0.2, 0.0], [-0.5, -0.1, 0.2], [0.6, 0.0, -0.5], [-0.5, 0.2, 0.4], [0.3, -0.4, 0.2], [-0.1, 0.3, -0.4], [-0.1, 0.0, 0.1], [-0.1, -0.1, 0.4], [0.4, -0.2, -0.5], [-0.5, 0.8, -0.2], [0.5, -1.0, -0.2], [-0.6, 0.4, 0.3], [0.1, -0.2, -0.3], [-0.3, 0.3, 0.0], [0.0, -0.2, -0.1], [0.1, 0.0, 0.2], [0.2, 0.1, 0.2], [0.0, 0.0, -0.1], [0.0, 0.0, 0.1], [0.1, -0.2, 0.2], [0.0, 0.0, 0.2], [0.0, 0.1, -0.1], [-0.1, 0.0, 0.0], [0.0, 0.0, 0.0], [0.0, 0.0, 0.0], [0.0, 0.0, 0.0], [0.0, 0.0, 0.0], [0.0, 0.0, 0.0], [0.0, 0.0, 0.0], [0.0, 0.0, 0.0], [0.0, 0.0, 0.0], [0.0, 0.0, 0.0], [0.0, 0.0, 0.0], [0.0, 0.0, 0.0], [0.0, 0.0, 0.0], [0.0, 0.0, -0.1], [0.0, 0.0, 0.0], [0.0, 0.0, 0.0], [0.0, 0.0, 0.0], [0.0, 0.0, 0.0], [0.0, 0.0, 0.0], [0.0, 0.0, 0.0], [0.0, 0.0, 0.0], [0.0, 0.0, 0.0], [0.0, -0.1, 0.0], [0.0, 0.0, 0.0], [0.0, 0.0, 0.0], [0.0, 0.0, 0.1], [0.0, 0.1, 0.0], [0.0, 0.0, 0.0], [0.0, 0.0, 0.0], [0.0, 0.0, 0.0], [0.0, 0.0, 0.0], [0.4, 0.1, 0.4], [-0.3, -0.3, 0.3], [-0.6, 0.1, -0.2], [0.4, 0.2, -0.6], [0.0, -0.1, -0.1]], "lowdin_spin": [2.70, 0.12, 0.00, 0.02, 0.02, 0.20, 0.00, 0.00, 0.00, 0.00, 0.02, 0.01, 0.03, 0.14, -0.01, 0.06, -0.01, 0.06, -0.01, 0.07, -0.01, 0.07, -0.01, 0.20, 0.04, 0.02, 0.00, 0.01, 0.03, 0.00, 0.00, 0.01, 0.02, 0.00, 0.00, 0.00, 0.00, 0.00, 0.00, 0.00, 0.00, 0.00, 0.00, 0.00, 0.00, 0.00, 0.00, 0.00, 0.00, 0.00, 0.00, 0.00, 0.00, 0.00, 0.00, 0.00, 0.00, 0.00, 0.00, 0.00, 0.00, 0.00, 0.00, 0.00, 0.00, 0.01, 0.01, 0.02, 0.01, 0.11], "gap_ev": [7.7950, 5.4923], "homo_ev": [-10.654, -10.854], "total_charge": 1, "s2": 6.041, "spin_multiplicity": 5}



{"formula": "C6H7N3O3S3", "method": "ωB97M-V/def2-TZVPD", "elements": ["C", "C", "C", "C", "C", "C", "N", "N", "N", "O", "O", "O", "S", "S", "S", "H", "H", "H", "H", "H", "H", "H"], "xyz": [[-2.379, 0.640, 1.355], [0.683, 0.016, -0.491], [-1.246, -1.217, 0.199], [0.229, -2.204, -1.271], [-0.705, -3.130, -1.291], [-0.915, 2.440, 2.355], [-1.768, -0.234, 0.783], [-0.013, -1.078, -0.502], [2.293, 1.688, -1.887], [-1.095, -0.051, 3.630], [3.133, -0.581, -0.929], [1.642, -0.522, -2.980], [-2.105, -2.677, -0.267], [-1.972, 1.041, 3.096], [1.973, -0.014, -1.681], [1.096, -2.283, -1.930], [-0.778, -4.073, -1.783], [0.149, 2.226, 2.454], [-1.156, 3.420, 3.031], [-1.246, 2.470, 1.318], [1.330, 1.989, -2.058], [2.848, 2.136, -1.151]], "forces_ev_per_a": [[-0.6, 1.2, 0.1], [-0.5, 0.7, 0.2], [-0.5, 0.0, -0.1], [0.8, -2.1, -1.9], [-1.6, 0.6, 1.4], [-1.1, 1.6, 2.2], [0.3, -0.8, 0.5], [0.1, 0.4, -0.2], [-0.9, -2.6, -0.5], [-0.6, 1.1, -0.2], [-2.4, 1.0, -1.6], [-0.3, 0.3, 0.0], [0.6, -0.4, 0.0], [1.5, -1.0, -0.4], [4.7, 1.3, 1.9], [-0.3, 0.2, 0.7], [0.3, -0.3, -0.4], [-0.2, -0.4, 0.0], [0.4, -2.3, -2.0], [0.3, 0.8, 0.2], [0.7, 1.0, 0.3], [-0.9, -0.4, -0.1]], "lowdin_charge": [-0.21, -0.06, -0.53, -0.18, -0.30, -0.24, 0.00, -0.14, -0.09, -0.56, -0.33, -0.31, 1.02, 0.87, 0.59, 0.12, 0.07, 0.05, 0.10, 0.00, 0.05, 0.07], "gap_ev": [6.8130, 6.8159], "homo_ev": [-8.131, -8.131], "total_charge": 0}